No. 1
Formula: C29H33CoN8O10
Source: the Open Molecules 2025 dataset
Level of theory: ωB97M-V with the def2-TZVPD basis set

Output
Multiplicity: 2
Relative energy (zero: lowest compared OMol25 entry of this formula, charge and spin), kcal/mol: 54.47
LUMO energy (spin up / spin down), eV: -3.6 / -3.6
Expectation value of S²: 0.757
Total charge: +1

```
81
Properties=species:S:1:pos:R:3:forces:R:3:lowdin_spin:R:1
Co -1.026 -0.290 -0.667 1.087 0.464 -1.765 0.915
C -4.819 -1.771 -2.308 0.139 0.185 0.011 0.000
C -3.464 -2.101 -1.751 -0.222 -0.477 -0.065 -0.001
O -2.624 -1.221 -1.568 0.752 0.769 0.346 -0.007
N -3.228 -3.397 -1.520 0.099 -0.234 0.088 0.000
C -1.982 -3.872 -0.960 0.259 0.256 0.069 0.000
C -1.869 -3.583 0.519 0.090 -0.280 0.214 0.000
C -1.156 -4.423 1.366 -0.127 0.137 -0.104 0.000
C -1.087 -4.101 2.712 -0.060 0.107 -0.009 0.000
C -1.740 -2.966 3.165 0.023 -0.049 -0.043 0.000
C -2.430 -2.197 2.240 -0.024 -0.214 0.272 0.000
N -2.475 -2.485 0.950 -0.395 -0.074 -0.054 0.001
H -4.695 -1.058 -3.118 0.013 0.029 -0.064 0.000
H -5.415 -1.291 -1.535 -0.018 0.036 0.107 0.000
H -5.341 -2.650 -2.669 -0.053 -0.064 -0.031 0.000
H -3.980 -4.061 -1.620 0.017 0.195 -0.071 0.000
H -1.162 -3.348 -1.469 -0.074 -0.175 0.008 0.000
H -1.889 -4.943 -1.147 0.007 0.115 -0.060 0.000
H -0.681 -5.310 0.977 0.051 -0.129 -0.024 0.000
H -0.554 -4.736 3.402 0.077 -0.092 0.074 0.000
H -1.721 -2.684 4.205 -0.025 0.019 0.118 0.000
H -2.981 -1.317 2.545 -0.006 0.115 0.096 0.000
C 2.847 -2.673 3.746 0.142 0.024 0.585 0.000
N 2.475 -2.549 2.362 0.325 -0.074 -0.406 0.002
N 1.463 -1.721 1.933 -0.410 -0.195 -0.394 0.003
C 1.095 -2.110 0.663 0.009 -0.336 0.099 0.003
O 0.152 -1.610 0.004 0.182 -0.487 0.035 0.024
C 1.937 -3.190 0.315 0.022 0.157 0.166 0.001
C 2.758 -3.438 1.386 -0.299 0.438 -0.287 0.000
C 3.816 -4.462 1.535 0.011 -0.100 0.128 0.000
C 1.202 -0.471 2.544 0.001 0.451 0.239 0.000
C -0.078 0.068 2.524 0.045 -0.203 0.045 0.000
C -0.318 1.291 3.125 0.063 -0.007 -0.019 0.000
C 0.710 1.981 3.745 0.016 0.027 -0.003 0.000
C 1.993 1.460 3.733 -0.031 0.014 0.001 0.000
C 2.245 0.244 3.125 -0.006 -0.090 -0.101 0.000
H 2.051 -2.279 4.376 0.054 -0.022 -0.031 0.000
H 3.773 -2.139 3.966 -0.076 0.014 0.031 0.000
H 2.995 -3.725 3.985 -0.071 0.012 -0.018 0.000
H 1.921 -3.697 -0.626 0.027 -0.153 -0.229 0.000
H 4.096 -4.836 0.555 0.007 -0.033 -0.034 0.000
H 3.468 -5.304 2.132 0.009 -0.076 0.064 0.000
H 4.698 -4.043 2.015 0.074 -0.020 0.025 0.000
H -0.880 -0.467 2.041 0.059 0.033 0.082 0.000
H -1.312 1.706 3.102 -0.114 0.033 -0.029 0.000
H 0.514 2.928 4.221 -0.027 0.122 0.067 0.000
H 2.808 2.002 4.189 0.055 0.050 0.050 0.000
H 3.252 -0.136 3.086 0.130 -0.058 -0.005 0.000
O -1.432 6.878 -2.206 -0.071 0.364 0.326 0.000
N -1.385 6.173 -3.188 0.005 0.088 0.070 0.000
O -1.302 6.561 -4.330 0.013 0.236 -0.378 0.000
C -1.399 4.748 -2.976 -0.172 -1.101 0.539 0.000
C -1.181 3.897 -4.063 0.134 -0.434 -0.124 0.000
C -1.131 2.543 -3.860 -0.338 0.657 0.743 0.001
C -1.272 1.941 -2.561 0.002 -0.253 0.168 0.002
O -1.014 0.723 -2.398 -0.088 -0.263 0.112 0.024
C -1.596 2.862 -1.499 0.193 0.064 -1.105 0.000
C -1.626 4.235 -1.711 0.110 0.476 -0.214 0.000
N -1.776 2.377 -0.198 0.225 -0.014 1.413 0.007
O -2.110 1.171 -0.027 -0.692 1.518 0.650 0.007
O -1.593 3.124 0.754 -0.662 -0.664 -0.734 0.025
N -0.901 1.650 -4.977 0.068 0.077 0.067 0.000
O -0.070 2.003 -5.783 0.361 0.072 -0.479 0.000
O -1.541 0.629 -5.016 -0.251 -0.283 -0.199 0.000
H -1.041 4.309 -5.053 0.025 -0.023 0.011 0.000
H -1.832 4.905 -0.887 0.042 -0.011 -0.027 0.000
C 2.872 3.694 -1.553 0.278 0.022 -0.383 0.000
N 1.959 2.976 -0.687 -0.126 -0.081 0.101 0.000
C 1.574 3.626 0.551 -0.240 -0.091 0.339 0.000
C 1.516 1.751 -0.977 0.031 0.022 -0.383 -0.001
C 2.023 1.117 -2.244 -0.206 -0.286 0.106 0.000
O 0.711 1.169 -0.226 -0.794 -0.562 0.248 -0.006
H 3.118 4.649 -1.094 -0.023 -0.080 -0.016 0.000
H 2.409 3.890 -2.524 0.087 0.021 0.020 0.000
H 3.801 3.142 -1.712 -0.042 0.071 0.003 0.000
H 2.306 3.406 1.332 -0.014 0.086 0.046 0.000
H 0.601 3.266 0.877 0.195 0.009 0.006 0.000
H 1.516 4.700 0.394 0.022 0.029 -0.014 0.000
H 1.718 1.683 -3.121 -0.031 0.102 -0.095 0.000
H 1.606 0.114 -2.318 0.046 0.071 -0.014 0.000
H 3.109 1.065 -2.249 0.103 0.004 0.023 0.000
```
Forces are in eV/Å.



No. 2
Formula: C36H28BiF4N8O2P2
Source: the Open Molecules 2025 dataset
Level of theory: ωB97M-V with the def2-TZVPD basis set

Output
Multiplicity: 1
Relative energy (zero: lowest compared OMol25 entry of this formula, charge and spin), kcal/mol: 0.00
LUMO energy (spin up / spin down), eV: -5.8 / -5.8
Total charge: +1

```
81
Properties=species:S:1:pos:R:3:forces:R:3:lowdin_charge:R:1
Bi -1.061 -0.265 0.916 0.040 0.521 0.561 1.632
O 0.675 3.226 2.240 0.105 -0.087 0.088 0.078
C 0.679 2.013 2.174 -0.151 -0.060 -0.040 -0.523
N -0.423 1.216 2.423 0.337 -0.393 -0.291 -0.163
C -1.064 1.173 3.668 -0.094 0.184 0.019 -0.265
C -0.601 1.856 4.789 0.054 0.022 -0.090 -0.017
C -1.240 1.706 6.009 0.071 0.047 0.006 -0.081
C -2.341 0.874 6.120 -0.031 -0.033 0.028 -0.082
C -2.808 0.184 5.012 -0.029 -0.080 -0.097 -0.013
C -2.181 0.331 3.777 -0.093 0.116 -0.075 -0.242
N -2.559 -0.353 2.584 -0.064 -0.346 -0.015 -0.101
C -3.831 -0.809 2.401 0.125 0.205 0.115 -0.501
O -4.792 -0.601 3.125 0.073 -0.067 -0.046 0.062
C -4.051 -1.637 1.154 0.046 -0.013 -0.057 -0.227
C -5.211 -2.384 1.030 -0.088 -0.024 0.017 0.023
C -5.382 -3.158 -0.106 0.007 0.022 0.017 -0.022
C -4.389 -3.167 -1.076 -0.025 -0.031 -0.063 -0.039
C -3.269 -2.384 -0.880 0.019 0.144 0.060 -0.137
N -3.115 -1.621 0.206 -0.008 -0.264 0.002 -0.063
C 1.964 1.273 1.832 -0.018 -0.108 0.148 -0.244
C 3.168 1.953 1.920 0.064 0.106 -0.057 0.002
C 4.348 1.240 1.771 -0.011 0.070 0.000 -0.037
C 4.281 -0.123 1.542 0.001 -0.080 -0.038 -0.045
C 3.029 -0.716 1.442 -0.109 0.103 -0.004 -0.140
N 1.893 -0.039 1.583 -0.144 0.011 0.015 0.062
H 0.265 2.500 4.695 -0.058 0.015 0.051 0.111
H -0.869 2.233 6.879 -0.005 0.021 -0.051 0.107
H -2.843 0.760 7.072 0.009 -0.028 -0.031 0.106
H -3.661 -0.467 5.101 -0.026 0.017 -0.007 0.107
H -5.942 -2.342 1.826 0.015 -0.006 -0.028 0.129
H -6.277 -3.754 -0.233 0.030 0.004 0.017 0.120
H -4.479 -3.771 -1.970 -0.001 0.027 0.042 0.114
H -2.460 -2.359 -1.604 -0.047 0.001 0.015 0.106
H 3.164 3.016 2.121 -0.021 -0.036 0.009 0.125
H 5.305 1.739 1.851 -0.025 -0.010 0.008 0.117
H 5.178 -0.723 1.454 -0.039 0.010 -0.001 0.111
H 2.930 -1.782 1.265 0.014 0.026 -0.007 0.101
C -4.541 1.375 -0.231 0.098 -0.114 0.027 -0.229
P -2.821 1.796 0.201 -0.231 0.396 -0.094 0.788
C -3.001 2.895 1.632 0.074 -0.049 -0.011 -0.213
C -2.348 2.967 -1.138 0.215 -0.178 0.032 -0.395
C -0.860 3.339 -1.126 -0.057 -0.193 0.062 -0.397
P 0.223 1.845 -1.045 -0.046 0.191 -0.383 0.772
C -0.246 1.036 -2.632 0.161 0.029 0.115 -0.267
C 1.836 2.605 -1.451 -0.028 -0.167 0.074 -0.248
H -5.042 2.276 -0.588 -0.030 0.005 0.019 0.060
H -5.064 1.007 0.653 0.016 -0.013 -0.021 0.051
H -4.572 0.612 -1.008 -0.015 0.022 0.006 0.045
H -3.652 3.727 1.353 -0.019 -0.037 0.008 0.066
H -2.027 3.279 1.935 -0.001 -0.012 0.033 0.044
H -3.443 2.351 2.467 0.039 0.009 0.017 0.057
H -2.976 3.851 -1.012 -0.013 0.036 -0.042 0.092
H -2.618 2.512 -2.093 -0.032 -0.001 0.004 0.076
H -0.618 3.960 -0.260 0.000 0.009 0.015 0.081
H -0.602 3.899 -2.026 -0.046 0.094 0.010 0.091
H -0.067 1.704 -3.477 -0.066 -0.029 -0.023 0.056
H -1.300 0.755 -2.612 0.017 -0.024 -0.030 0.027
H 0.339 0.126 -2.769 0.017 0.010 -0.013 0.022
H 1.798 3.084 -2.430 0.017 0.035 0.030 0.054
H 2.625 1.851 -1.451 -0.026 0.035 0.032 0.027
H 2.064 3.348 -0.686 0.047 0.001 -0.011 0.048
F 4.177 -5.231 -2.976 -0.017 -0.250 0.061 0.161
C 4.018 -3.927 -3.054 -0.001 0.167 0.115 -0.138
C 4.684 -3.251 -3.999 -0.067 0.154 0.132 -0.134
F 5.476 -3.917 -4.808 0.169 -0.063 -0.187 0.167
C 4.545 -1.816 -4.182 0.050 0.064 -0.090 -0.006
C 3.676 -1.167 -3.215 0.059 -0.245 -0.060 -0.135
C 2.997 -1.849 -2.290 0.047 -0.152 -0.179 -0.141
F 2.248 -1.170 -1.434 -0.236 0.134 0.182 0.103
C 3.074 -3.288 -2.158 -0.117 -0.074 0.091 -0.005
C 2.300 -3.983 -1.277 -0.026 -0.133 -0.001 -0.116
C 1.190 -3.383 -0.590 0.157 0.099 0.014 -0.150
N 0.275 -2.917 -0.075 0.001 -0.174 0.012 0.160
C 2.483 -5.377 -0.987 -0.033 -0.071 0.015 -0.160
N 2.612 -6.476 -0.677 -0.064 0.127 -0.035 0.223
F 3.557 0.145 -3.235 0.007 0.314 -0.038 0.140
C 5.154 -1.135 -5.185 0.074 0.028 -0.119 -0.105
C 6.021 -1.752 -6.150 -0.015 -0.004 -0.070 -0.149
N 6.702 -2.190 -6.965 -0.032 0.071 0.089 0.232
C 4.943 0.268 -5.416 -0.043 0.015 -0.003 -0.152
N 4.754 1.377 -5.648 0.080 -0.068 -0.006 0.223
```
Forces are in eV/Å.



No. 3
Formula: C10H8N2O2
Source: the Open Molecules 2025 dataset
Level of theory: ωB97M-V with the def2-TZVPD basis set

Output
Multiplicity: 1
Relative energy (zero: lowest compared OMol25 entry of this formula, charge and spin), kcal/mol: 165.77
LUMO energy (spin up / spin down), eV: -2.2 / -2.2

```
22
Properties=species:S:1:pos:R:3:forces:R:3:lowdin_charge:R:1
C 2.931 0.412 1.173 -2.925 1.951 -0.630 -0.066
C 1.968 1.475 1.162 0.473 -1.466 -0.720 -0.051
C 2.694 -0.778 0.548 0.489 1.401 0.313 -0.043
C 0.764 1.311 0.504 -1.042 1.484 -0.642 -0.031
C 0.974 -1.943 -0.892 -0.537 -0.171 0.694 -0.007
C -0.262 -1.546 -1.303 -0.112 -2.345 -1.323 -0.133
C 1.515 -0.937 -0.096 -1.993 1.839 -0.747 -0.180
C 0.566 0.164 -0.205 2.242 -1.870 2.480 -0.250
C -3.329 0.102 -1.202 -1.266 -1.640 0.449 0.060
C -2.405 0.393 -0.342 3.109 -1.782 -1.634 0.021
N -0.427 -0.290 -0.953 -5.139 4.048 0.083 0.104
N -2.557 0.872 1.003 0.525 -0.908 0.868 -0.396
O -2.404 2.057 1.167 -0.123 0.360 0.267 0.101
O -2.777 0.024 1.869 0.133 0.912 -0.884 0.102
H 3.897 0.685 1.354 2.457 0.478 1.145 0.069
H 2.235 2.474 1.387 0.373 0.657 0.866 0.089
H 3.563 -1.305 0.333 1.112 -1.741 -0.129 0.100
H 0.000 2.102 0.326 0.879 -0.300 0.603 0.119
H 1.529 -2.811 -0.916 0.444 -2.122 -1.030 0.094
H -0.928 -1.981 -2.039 0.031 -0.256 0.350 0.116
H -4.369 0.073 -0.813 0.559 0.645 -0.432 0.104
H -3.178 -0.552 -2.067 0.312 0.825 0.052 0.080
```
Forces are in eV/Å.



> What is the formula in the first record?

C29H33CoN8O10



> Which value of relative energy (zero: lowest compared OMol25 entry of this formula, charge and spin) does entry 2 give?

0.00 kcal/mol



> Which value of relative energy (zero: lowest compared OMol25 entry of this formula, charge and spin) does entry 3 give?

165.77 kcal/mol